Here is the molecule C7H12N2O from the OMol25 dataset. Energies are from wB97M-V/def2-TZVPD.

Properties
HOMO-LUMO gap (alpha / beta) = 0.23609 / 0.29567 Eh
relative energy (zero: lowest compared OMol25 entry of this formula, charge and spin) = 111.4 kcal per mole
multiplicity = 1

Positions of all 22 atoms, in Å:
C  -1.6292  1.0254  0.9888
C  2.0444  -0.5771  0.5157
C  -0.9763  -0.4731  -0.9928
C  0.2903  -0.4724  -1.5409
C  -0.7607  -0.0891  0.4155
C  0.9189  0.2436  -0.0875
N  -0.7234  -1.1806  1.3450
C  1.1182  1.6121  -0.1439
O  -2.1703  -0.6047  -1.6350
N  0.9722  -0.7543  -2.5701
H  -2.8180  -0.9998  -1.0350
H  -0.2530  -1.9989  0.9773
H  -0.3265  -0.9238  2.2436
H  0.4211  -0.6875  -3.4259
H  -1.6387  1.9007  0.3408
H  -1.2860  1.3311  1.9791
H  -2.6559  0.6637  1.0866
H  2.3208  -0.2226  1.5119
H  1.8088  -1.6391  0.5695
H  2.9197  -0.4956  -0.1318
H  0.3509  2.2775  -0.5163
H  2.0726  2.0644  0.1055

***

Here is a structure of composition C4H6N5O from the OMol25 dataset. Energies are from wB97M-V/def2-TZVPD.

Properties
HOMO-LUMO gap = 0.33560 Eh
relative energy (zero: lowest compared OMol25 entry of this formula, charge and spin) = 73.4 kcal per mole
charge = -1
multiplicity = 1

Positions of all 16 atoms, in Å:
C  1.4674  -0.2629  0.4124
C  -1.7831  0.0736  -0.5157
C  -0.9586  -1.1427  -0.1813
C  -1.1347  0.7888  0.6512
N  3.4333  -0.7006  -0.2016
N  2.4034  -1.1876  0.4838
N  1.8958  0.7900  -0.2867
N  3.0997  0.4566  -0.6969
N  -0.4006  -0.4397  1.0020
O  -0.3846  1.9502  0.3099
H  -1.5513  0.5508  -1.5503
H  -2.9577  0.0429  -0.4266
H  -1.6548  -1.8762  0.1945
H  -0.3688  -1.7817  -0.8467
H  -1.7378  1.0195  1.5840
H  0.6323  1.7191  0.0680

***

Here is a cluster of 2 separate species, C2H6O3S in total from the OMol25 dataset. Energies are from wB97M-V/def2-TZVPD.

Properties
SMILES = O=C(O)CS.O
HOMO-LUMO gap = 0.36496 Eh
relative energy (zero: lowest compared OMol25 entry of this formula, charge and spin) = 1.8 kcal per mole
multiplicity = 1

Positions of all 12 atoms, in Å:
O  -0.8702  0.6523  -1.0173
C  -0.8288  -0.2381  -0.1223
O  0.1543  -0.3133  0.8346
C  -1.8996  -1.3512  0.0349
S  -1.5985  -2.6778  -1.1510
H  0.7969  0.4446  0.7668
H  -1.9343  -1.7083  1.0822
H  -2.9283  -1.0655  -0.2576
H  -0.3543  -3.0054  -0.7420
O  3.0231  2.7089  0.2088
H  3.4883  3.2189  0.9100
H  2.9514  3.3349  -0.5470

***

Here is a structure of composition C31H70FN3O7Zr from the OMol25 dataset. Energies are from wB97M-V/def2-TZVPD.

Properties
HOMO-LUMO gap = 0.06033 Eh
relative energy (zero: lowest compared OMol25 entry of this formula, charge and spin) = 513.4 kcal per mole
multiplicity = 1

Positions of all 113 atoms, in Å:
Zr  -1.1263  0.4765  0.4648
C  4.6734  -3.1543  -1.2541
C  4.8279  -1.6644  -1.6805
C  6.1231  -1.4402  -2.6061
C  6.0250  -1.7594  -4.0282
C  4.7572  -1.1191  -4.6225
C  3.4608  -1.3717  -3.8396
N  3.5902  -1.1846  -2.4073
O  2.2994  -1.2256  -1.7010
C  3.1761  -2.8590  -4.1404
C  2.3796  -0.4343  -4.5167
C  5.1865  -0.8990  -0.3228
H  5.0908  -3.2602  -0.2527
H  5.2389  -3.6993  -2.0099
H  3.6261  -3.4442  -1.1699
H  7.0101  -1.8952  -2.1652
H  6.3702  -0.3866  -2.4758
H  5.8718  -2.8379  -4.0662
H  6.9176  -1.6016  -4.6335
H  4.5825  -1.3796  -5.6664
H  4.8837  -0.0365  -4.6131
H  2.2660  -3.1582  -3.6205
H  3.8679  -3.6436  -3.8338
H  2.8941  -3.0323  -5.1789
H  2.4652  0.5702  -4.1023
H  1.3409  -0.6869  -4.3036
H  2.4765  -0.4795  -5.6015
H  5.7136  0.0137  -0.6007
H  5.9273  -1.4404  0.2656
H  4.3183  -0.7772  0.3250
C  -6.2416  -2.2039  1.1421
C  -5.7501  -3.7092  1.0833
C  -6.7788  -4.4694  0.1966
C  -6.4081  -5.9113  -0.0697
C  -5.0361  -5.9899  -0.6779
C  -3.9351  -5.2643  0.1806
N  -4.3823  -3.8956  0.5441
O  -3.3748  -2.9780  1.0989
C  -2.7504  -5.2878  -0.7288
C  -3.5768  -6.1633  1.4160
C  -5.9383  -4.2208  2.5303
H  -5.6909  -1.5217  1.7897
H  -7.3120  -2.2229  1.3472
H  -6.2500  -1.6692  0.1924
H  -6.9174  -3.9474  -0.7502
H  -7.6851  -4.3426  0.7888
H  -7.1946  -6.2668  -0.7355
H  -6.5074  -6.4830  0.8530
H  -5.0850  -5.4560  -1.6269
H  -4.7759  -7.0182  -0.9287
H  -1.8170  -4.9709  -0.2635
H  -2.7863  -4.6750  -1.6295
H  -2.4897  -6.2530  -1.1630
H  -2.9287  -5.6871  2.1517
H  -2.9744  -7.0269  1.1339
H  -4.4569  -6.4516  1.9907
H  -6.8028  -3.7326  2.9803
H  -5.1457  -3.9210  3.2159
H  -6.1176  -5.2897  2.6461
C  1.0297  5.9466  3.8839
C  0.7670  6.2002  2.3674
C  1.2836  7.6799  2.0718
C  2.8052  7.9512  1.7905
C  3.3903  6.8350  0.8415
C  3.0383  5.3650  1.2822
N  1.5235  5.2336  1.4656
O  1.0913  3.8541  1.6702
C  3.9223  5.0018  2.5725
C  3.4734  4.5543  0.0241
C  -0.7973  6.1838  2.0277
H  0.7916  4.9281  4.1905
H  0.3018  6.5164  4.4615
H  2.0394  6.2167  4.1929
H  0.9564  8.2694  2.9283
H  0.7285  8.0740  1.2205
H  3.4072  7.8443  2.6929
H  2.8948  8.8978  1.2575
H  4.4713  6.9606  0.9010
H  3.1112  7.1601  -0.1607
H  3.6759  3.9759  2.8464
H  3.8205  5.7730  3.3360
H  4.9782  5.0760  2.3125
H  2.9553  4.8721  -0.8807
H  3.2793  3.4843  0.0978
H  4.5273  4.7300  -0.1912
H  -1.3101  5.3547  2.5153
H  -0.9966  6.1339  0.9572
H  -1.2312  7.1091  2.4068
F  -3.8133  1.9687  0.0034
C  1.1500  -2.6966  3.3217
O  0.9305  -1.3577  2.8855
H  2.2056  -2.7938  3.5753
H  0.5748  -3.0496  4.1777
H  1.0094  -3.4850  2.5823
H  1.4120  -0.8029  3.5035
C  -3.5868  -0.3797  -3.7248
O  -2.7255  -0.8545  -2.6341
H  -4.6579  -0.4856  -3.5530
H  -3.5408  0.7032  -3.8403
H  -3.3776  -0.7949  -4.7107
H  -3.0305  -1.7442  -2.4417
C  -1.1659  4.1036  -2.7667
O  -0.7356  2.7873  -2.3995
H  -0.2543  4.6975  -2.8327
H  -1.4251  4.1108  -3.8254
H  -2.1458  4.3993  -2.3921
H  -0.2574  2.5278  -3.1904
C  -2.6254  -0.0435  4.9735
O  -2.3669  0.8822  3.8813
H  -3.6902  -0.0338  5.2064
H  -2.2099  -1.0390  4.8174
H  -2.0171  0.2975  5.8113
H  -2.7082  1.7415  4.1397

***

Here is the molecule C23H21NO5 from the OMol25 dataset. Energies are from wB97M-V/def2-TZVPD.

Properties
SMILES = CCOc1ccccc1NC(=O)[C@@H](OC(=O)c1ccc(O)cc1)c1ccccc1
HOMO-LUMO gap = 0.33237 Eh
relative energy (zero: lowest compared OMol25 entry of this formula, charge and spin) = 1.2 kcal per mole
multiplicity = 1

Positions of all 50 atoms, in Å:
C  2.2803  2.1159  -2.7336
C  1.3335  1.4851  -1.7200
O  1.6544  1.8056  -0.3711
C  2.8047  1.1956  0.1136
C  4.0350  1.8260  0.0533
C  5.1604  1.1982  0.5627
C  5.0554  -0.0605  1.1279
C  3.8287  -0.6957  1.2113
C  2.6940  -0.0696  0.7133
N  1.4118  -0.6112  0.7780
C  0.9947  -1.8008  1.2617
O  1.6926  -2.6854  1.6988
C  -0.5293  -1.9643  1.1133
O  -1.1425  -0.6800  1.1664
C  -2.4715  -0.6499  1.4049
O  -3.1293  -1.6417  1.5922
C  -2.9992  0.7290  1.4066
C  -2.1862  1.8430  1.2078
C  -2.7326  3.1098  1.2174
C  -4.0987  3.2854  1.4259
O  -4.6721  4.5102  1.4434
C  -4.9159  2.1720  1.6241
C  -4.3679  0.9100  1.6142
C  -0.7542  -2.6545  -0.2131
C  -1.0280  -1.9182  -1.3572
C  -1.1970  -2.5601  -2.5716
C  -1.0789  -3.9364  -2.6522
C  -0.7945  -4.6716  -1.5130
C  -0.6335  -4.0351  -0.2962
H  1.9259  1.9053  -3.7389
H  2.3195  3.1931  -2.5911
H  3.2827  1.7084  -2.6234
H  1.3207  0.3943  -1.8584
H  0.3202  1.8734  -1.8583
H  4.1015  2.8094  -0.3862
H  6.1175  1.6945  0.5129
H  5.9338  -0.5523  1.5171
H  3.7354  -1.6701  1.6613
H  0.6872  0.0373  0.4890
H  -0.9068  -2.5919  1.9286
H  -1.1255  1.7237  1.0515
H  -2.0979  3.9728  1.0650
H  -4.0061  5.1953  1.3041
H  -5.9706  2.3270  1.7843
H  -4.9838  0.0373  1.7670
H  -1.1280  -0.8432  -1.2983
H  -1.4200  -1.9811  -3.4558
H  -1.2099  -4.4356  -3.6007
H  -0.7020  -5.7457  -1.5720
H  -0.4081  -4.6028  0.5934

***

Here is a structure of composition C34H28ClF5Sb2SeTa from the OMol25 dataset. Energies are from wB97M-V/def2-TZVPD.

Properties
HOMO-LUMO gap (alpha / beta) = 0.18654 / 0.18668 Eh
relative energy (zero: lowest compared OMol25 entry of this formula, charge and spin) = 0.0 kcal per mole
charge = +3
multiplicity = 1

Positions of all 72 atoms, in Å:
Ta  0.4448  -0.6532  -0.1161
C  3.9660  1.4765  -0.9035
C  4.7314  1.4091  0.4185
C  3.9970  0.7263  1.5732
Sb  1.9257  1.2459  1.7381
C  1.4809  0.9626  3.7680
C  2.3332  0.2177  4.5816
C  2.0236  0.0493  5.9245
C  0.8694  0.6164  6.4464
C  0.0180  1.3553  5.6328
C  0.3180  1.5282  4.2907
C  1.7925  3.3298  1.4954
C  2.0566  4.0795  2.6399
C  2.0703  5.4653  2.5606
C  1.8141  6.0982  1.3532
C  1.5503  5.3495  0.2131
C  1.5424  3.9653  0.2818
Sb  2.9322  -0.3033  -1.4377
C  2.2368  -0.0105  -3.3864
C  1.6999  -1.0892  -4.0893
C  1.2204  -0.8902  -5.3749
C  1.2679  0.3758  -5.9460
C  1.7970  1.4493  -5.2399
C  2.2814  1.2627  -3.9538
C  4.2313  -1.9264  -1.2579
C  5.5573  -1.7364  -1.6447
C  6.4471  -2.7962  -1.5598
C  6.0151  -4.0307  -1.0935
C  4.6926  -4.2167  -0.7121
C  3.7942  -3.1642  -0.7912
H  4.6366  1.6837  -1.7401
H  3.2147  2.2692  -0.8925
H  4.9900  2.4323  0.6971
H  5.6765  0.8848  0.2663
H  4.4452  0.9898  2.5319
H  4.0411  -0.3633  1.4794
H  3.2453  -0.2200  4.1914
H  2.6907  -0.5118  6.5649
H  0.6373  0.4931  7.4958
H  -0.8720  1.8087  6.0480
H  -0.3406  2.1290  3.6722
H  2.2453  3.6030  3.5943
H  2.2804  6.0490  3.4465
H  1.8196  7.1783  1.2984
H  1.3522  5.8446  -0.7279
H  1.3542  3.4019  -0.6240
H  1.6762  -2.0835  -3.6567
H  0.8204  -1.7241  -5.9354
H  0.8997  0.5248  -6.9521
H  1.8460  2.4285  -5.6969
H  2.7116  2.1058  -3.4239
H  5.9057  -0.7819  -2.0237
H  7.4759  -2.6597  -1.8635
H  6.7130  -4.8549  -1.0334
H  4.3640  -5.1865  -0.3632
H  2.7579  -3.3181  -0.5129
Cl  -1.4522  0.1706  -1.4268
C  -0.1501  1.3286  -0.8894
H  -0.6217  2.0631  -0.2415
H  0.2927  1.7617  -1.7822
F  -2.6520  -5.0553  -0.3172
C  -1.5817  -4.6839  0.2678
C  -0.3537  -5.2514  0.2210
F  0.5556  -2.2736  -1.0615
C  0.2911  -4.6895  1.2915
F  1.2998  -5.1299  1.9448
C  -0.3533  -3.3936  1.8719
Se  0.7021  -1.7170  2.1009
C  -1.5169  -3.7346  2.5858
F  -1.9119  -4.4809  3.5209
C  -1.7269  -3.4600  1.1864
F  -2.2966  -2.3774  0.6690